No. 1
The following is a DFT calculation (the ωB97M-V functional and the def2-TZVPD basis) of C21H22N4O3S in the gas phase.

The orbital gap comes out at 8.50 eV. The value obtained for the lowest unoccupied orbital energy is 0.144 eV. The HOMO energy is -8.35 eV. As for the energy relative to the best compared isomer or geometry (same formula, charge and spin): 9.3 kcal/mol. The SMILES is Cc1c(C(=O)Nc2ccccc2)sc2ncn(CC(=O)N3CCCCC3)c(=O)c12.

Geometry (Å):
1 C -1.44 -0.33 0.95
2 C -1.38 1.06 0.41
3 C -2.45 1.83 0.02
4 C -3.91 1.58 0.03
5 O -4.70 2.48 0.20
6 N -4.24 0.27 -0.19
7 C -5.50 -0.32 -0.23
8 C -6.67 0.38 0.04
9 C -7.89 -0.27 -0.01
10 C -7.96 -1.62 -0.33
11 C -6.79 -2.32 -0.59
12 C -5.57 -1.68 -0.54
13 S -2.00 3.44 -0.48
14 C -0.34 3.07 -0.20
15 N 0.66 3.95 -0.44
16 C 1.85 3.53 -0.18
17 N 2.15 2.32 0.35
18 C 3.52 1.89 0.54
19 C 3.89 1.03 -0.68
20 O 3.38 1.28 -1.76
21 N 4.79 0.04 -0.51
22 C 5.34 -0.41 0.75
23 C 4.55 -1.62 1.25
24 C 4.63 -2.73 0.21
25 C 4.14 -2.21 -1.14
26 C 4.92 -0.96 -1.55
27 C 1.18 1.33 0.58
28 O 1.52 0.24 1.01
29 C -0.16 1.78 0.28
30 H -0.57 -0.51 1.57
31 H -1.41 -1.06 0.14
32 H -2.34 -0.49 1.54
33 H -3.48 -0.36 -0.41
34 H -6.62 1.43 0.28
35 H -8.80 0.28 0.20
36 H -8.91 -2.13 -0.36
37 H -6.83 -3.37 -0.84
38 H -4.66 -2.22 -0.75
39 H 2.67 4.19 -0.37
40 H 3.55 1.32 1.47
41 H 4.17 2.76 0.60
42 H 5.35 0.40 1.49
43 H 6.38 -0.70 0.57
44 H 4.95 -1.96 2.21
45 H 3.51 -1.32 1.39
46 H 4.03 -3.58 0.52
47 H 5.67 -3.07 0.12
48 H 4.26 -2.98 -1.91
49 H 3.08 -1.95 -1.07
50 H 4.53 -0.54 -2.47
51 H 5.98 -1.19 -1.68

These are the natural (NBO) partial charges, in e, on atoms 1 to 2: -0.66 0.03


No. 2
The following is a DFT calculation (the ωB97M-V functional and the def2-TZVPD basis) of a molecular structure, C21H22N4O6OsS.

The orbital gap comes out at 6.79 eV. The value obtained for the lowest unoccupied orbital energy is -0.964 eV. The HOMO energy is -7.76 eV. As for the energy relative to the best compared isomer or geometry (same formula, charge and spin): 0.0 kcal/mol.

Geometry (Å):
1 Os 0.21 -0.02 -0.17
2 O 1.87 -0.04 1.02
3 C 2.07 -0.90 1.98
4 C 3.23 -1.70 2.01
5 C 3.40 -2.65 3.00
6 C 2.46 -2.82 4.02
7 C 1.36 -1.99 4.05
8 C 1.15 -1.04 3.04
9 C 0.06 -0.10 3.10
10 N -0.34 0.57 2.09
11 C -1.22 1.70 2.22
12 C -0.72 2.68 1.18
13 N -0.76 1.96 -0.05
14 C -1.14 2.50 -1.15
15 C -1.44 1.76 -2.34
16 C -1.54 2.40 -3.58
17 C -1.95 1.70 -4.69
18 C -2.32 0.36 -4.55
19 C -2.23 -0.28 -3.33
20 C -1.73 0.39 -2.21
21 O -1.61 -0.26 -1.05
22 H 3.95 -1.55 1.22
23 H 4.29 -3.26 2.99
24 H 2.60 -3.57 4.78
25 H 0.63 -2.08 4.85
26 H -0.38 0.08 4.09
27 H -1.20 2.15 3.21
28 H -2.24 1.40 1.98
29 H 0.31 2.96 1.41
30 H -1.34 3.58 1.17
31 H -1.34 3.57 -1.17
32 H -1.26 3.44 -3.66
33 H -2.00 2.19 -5.66
34 H -2.67 -0.19 -5.41
35 H -2.48 -1.33 -3.23
36 C 2.29 -4.99 -0.50
37 C 1.24 -4.04 -0.03
38 C 0.06 -4.24 0.67
39 C -0.52 -2.98 0.81
40 N 0.27 -2.08 0.24
41 N 1.34 -2.73 -0.26
42 C -1.79 -2.57 1.49
43 H 2.13 -5.98 -0.07
44 H 3.28 -4.63 -0.22
45 H 2.26 -5.07 -1.59
46 H -0.34 -5.18 1.01
47 H 2.05 -2.17 -0.77
48 H -2.51 -3.39 1.47
49 H -2.21 -1.70 0.99
50 H -1.59 -2.31 2.53
51 O 2.84 -0.84 -1.45
52 S 1.87 -0.08 -2.26
53 O 2.38 0.33 -3.53
54 O 0.59 -0.87 -2.27
55 O 1.39 1.15 -1.45

These are the natural (NBO) partial charges, in e, on atoms 1 to 2: 1.57 -0.71


No. 3
The following is a DFT calculation (the ωB97M-V functional and the def2-TZVPD basis) of 5 unconnected molecules or ions with the total composition C21H22N5O10.

The orbital gap comes out at 6.41 eV. As for the total charge: -1. The value obtained for the lowest unoccupied orbital energy is 0.572 eV. The HOMO energy is -5.83 eV. As for the energy relative to the best compared isomer or geometry (same formula, charge and spin): 0.0 kcal/mol.

Geometry (Å):
1 N 1.37 2.01 -1.82
2 O 0.62 2.95 -1.89
3 O 1.05 0.90 -1.30
4 O 2.60 2.24 -2.12
5 C -2.17 0.67 -2.53
6 C -1.41 -0.41 -3.15
7 C -2.03 -1.66 -3.13
8 C -3.23 -2.05 -2.35
9 C -4.12 -0.87 -1.70
10 C -3.39 0.52 -1.79
11 N -3.85 -3.39 -2.27
12 O -4.89 -3.63 -1.68
13 O -3.21 -4.27 -2.92
14 H -1.65 1.62 -2.52
15 H -0.47 -0.07 -3.57
16 H -1.60 -2.48 -3.67
17 H -5.05 -1.09 -1.19
18 H -3.92 1.40 -1.28
19 C 3.29 -2.91 -3.19
20 C 2.08 -1.96 -2.71
21 C 1.15 -2.71 -1.66
22 C 1.28 -4.18 -1.28
23 C 2.67 -4.96 -1.81
24 C 3.59 -4.24 -2.67
25 N 0.24 -4.90 -0.61
26 O 0.57 -5.99 -0.06
27 O -0.91 -4.44 -0.82
28 H 4.05 -2.52 -3.88
29 H 1.95 -1.00 -3.12
30 H 0.19 -2.18 -1.22
31 H 2.93 -6.01 -1.40
32 H 4.56 -4.93 -3.00
33 C 1.46 2.98 1.69
34 C 2.67 3.98 1.50
35 C 3.46 4.31 2.84
36 C 3.17 3.54 4.11
37 C 2.00 2.47 4.10
38 C 1.18 2.40 2.75
39 N 3.78 3.89 5.27
40 O 4.32 5.09 5.31
41 O 3.70 3.14 6.30
42 H 0.77 2.69 0.82
43 H 2.88 4.54 0.67
44 H 3.99 5.24 2.66
45 H 1.81 1.92 5.16
46 H 0.32 1.44 2.69
47 C -2.18 2.24 0.80
48 O -2.63 3.44 1.22
49 N -2.41 1.17 1.60
50 C -1.71 -0.12 1.40
51 C -2.95 1.31 2.97
52 H -1.54 2.07 -0.12
53 H -2.47 -0.82 1.42
54 H -1.02 -0.35 2.31
55 H -1.28 -0.13 0.54
56 H -2.34 1.78 3.78
57 H -3.47 0.33 3.30
58 H -3.80 2.01 3.16

These are the natural (NBO) partial charges, in e, on atoms 1 to 2: 0.70 -0.51